1.
The following is a DFT calculation (ωB97M-V/def2-TZVPD) of C37H41Cl2F5IrN3O5PTe as an isolated structure.

energy: -4108.4397 Eh
⟨S²⟩: 0.777
charge: 0
multiplicity: 2
HOMO energy (spin up / spin down): -7.95 / -7.95 eV
energy above the lowest of the compared OMol25 structures with the same formula, charge and spin: 1.198 eV
lowest unoccupied orbital energy (spin up / spin down): -1.1 / -1.6 eV
F_max: 1.8 eV/A

Last column: Löwdin spin population.
Geometry (Å):
Ir  -0.553920  -0.194304  -0.912084  0.178
O  -1.382914  1.526618  -1.600859  0.001
C  -1.661692  1.726286  -2.888543  0.004
C  -2.464470  2.855869  -3.133174  -0.001
C  -2.885838  3.196205  -4.399595  0.004
C  -2.548258  2.404017  -5.493171  0.000
C  -1.775691  1.281396  -5.274973  0.002
C  -1.307777  0.927259  -4.007599  0.003
C  -0.530775  -0.347778  -3.931036  0.024
N  -0.866001  -1.019604  -2.713042  0.358
N  -0.701368  -2.339593  -2.784310  0.162
C  -0.362402  -2.879133  -1.621327  0.078
O  -0.087304  -2.169744  -0.593815  0.103
C  -0.244673  -4.344679  -1.523646  0.001
C  -0.398463  -5.143907  -2.653631  0.013
C  -0.285604  -6.519322  -2.544058  -0.001
C  -0.022297  -7.101268  -1.311235  0.014
C  0.134169  -6.305386  -0.184846  0.000
C  0.026572  -4.928513  -0.288766  0.011
H  -2.756002  3.446302  -2.274558  0.000
H  -3.503934  4.074645  -4.534804  0.000
H  -2.885682  2.655204  -6.488317  0.000
H  -1.508516  0.645980  -6.111595  0.000
H  -0.725176  -0.976796  -4.793538  0.000
H  -0.595511  -4.676073  -3.607548  0.000
H  -0.400874  -7.139860  -3.422622  0.000
H  0.062957  -8.177174  -1.228801  0.001
H  0.341537  -6.759006  0.775334  0.000
H  0.151335  -4.294731  0.578736  0.001
F  2.325554  -2.527785  -3.956054  0.001
Te  2.022846  -1.115651  -5.109891  0.002
F  0.725177  -2.160049  -5.930506  0.000
F  3.461454  -0.282034  -4.317013  0.002
F  1.673716  0.139194  -6.421168  0.001
F  3.264809  -1.793888  -6.282538  0.000
O  0.934805  -0.141105  -3.918238  0.021
C  0.980271  3.710061  1.337435  0.000
C  0.029572  2.777530  0.571794  0.000
C  -1.091467  2.349962  1.510887  0.000
P  0.988209  1.497514  -0.399087  -0.016
C  2.272894  0.824167  0.772439  -0.003
C  3.623632  1.547240  0.750553  -0.001
C  2.519252  -0.678406  0.616322  0.000
C  1.888093  2.671390  -1.544379  -0.005
C  1.069692  3.848670  -2.090603  0.000
C  2.670346  2.018498  -2.675263  0.000
H  0.404682  4.555130  1.720040  0.000
H  1.791654  4.116310  0.737282  0.000
H  1.411992  3.203229  2.202714  0.000
H  -0.460146  3.332794  -0.226756  0.000
H  -0.749849  1.712374  2.319017  0.000
H  -1.895600  1.855151  0.968944  0.000
H  -1.507430  3.256082  1.960050  0.000
H  1.816547  1.010748  1.751167  0.000
H  4.100394  1.466385  -0.226167  0.000
H  4.286574  1.065318  1.473073  0.000
H  3.555511  2.599592  1.023067  0.000
H  3.359425  -0.851632  -0.059070  0.000
H  1.665908  -1.221884  0.228223  -0.001
H  2.770199  -1.105012  1.585709  0.000
H  2.630335  3.075747  -0.852782  -0.001
H  0.181132  3.516411  -2.628477  0.000
H  1.695792  4.388575  -2.803206  0.000
H  0.769494  4.562580  -1.327176  0.000
H  2.005354  1.548010  -3.389805  0.000
H  3.387580  1.281565  -2.316903  0.000
H  3.226489  2.797274  -3.200497  0.000
Cl  -0.156308  -3.498865  5.007825  0.000
C  0.726549  -1.995335  4.928369  0.000
C  2.096114  -2.063328  4.777882  0.000
C  2.835739  -0.894362  4.712699  0.000
C  2.181451  0.319700  4.804686  0.000
C  0.806524  0.372840  4.970401  0.000
Cl  0.112558  1.949518  5.194715  0.000
C  0.017248  -0.784877  5.036374  0.000
N  -1.344746  -0.812154  5.294873  0.000
C  -2.350703  0.021781  4.690521  0.000
C  -2.923392  1.026276  5.463717  0.000
C  -3.956368  1.798365  4.968434  0.000
C  -4.447200  1.552362  3.692714  0.000
C  -3.905462  0.533659  2.932591  0.000
C  -2.852813  -0.244760  3.412771  0.000
C  -2.334676  -1.362644  2.532646  0.001
C  -1.813465  -0.825042  1.224437  0.003
O  -2.517659  -0.820225  0.191598  0.040
O  -0.613945  -0.354791  1.182939  0.001
H  2.570053  -3.031930  4.707619  0.000
H  3.909093  -0.930866  4.592630  0.000
H  2.731248  1.250862  4.778141  0.000
H  -1.673754  -1.757416  5.425035  0.000
H  -2.533577  1.191341  6.458768  0.000
H  -4.386572  2.580844  5.579071  0.000
H  -5.260617  2.145863  3.297337  0.000
H  -4.293599  0.328880  1.941827  0.000
H  -3.149022  -2.046862  2.293018  0.001
H  -1.539013  -1.921796  3.020653  0.000

Forces on atoms 1 to 6 (eV/Å):
Ir -0.85 0.09 0.12
O 0.09 -0.03 0.08
C -0.34 -0.26 -0.09
C 0.07 0.04 -0.09
C -0.01 -0.04 0.00
C 0.07 -0.04 0.01

2.
The following is a DFT calculation (ωB97M-V/def2-TZVPD) of C37H42As2N5O8ReS as an isolated structure.

energy: -7257.9697 Eh
⟨S²⟩: 0.866
charge: +3
multiplicity: 2
HOMO energy (spin up / spin down): -15.27 / -15.49 eV
lowest unoccupied orbital energy (spin up / spin down): -10.2 / -9.9 eV
F_max: 2.9 eV/A

Last column: Löwdin spin population.
Geometry (Å):
Re  -0.472669  0.092469  0.396064  0.907
C  0.493115  1.560030  4.413731  0.000
C  -0.107099  1.395360  3.163669  0.017
N  0.104728  0.330147  2.402385  0.006
C  0.854074  -0.688642  2.911368  0.002
C  1.481639  -0.613161  4.179639  0.000
C  1.317501  0.578332  4.913868  0.021
C  2.168218  -1.750624  4.659774  -0.005
C  2.118934  -2.926236  3.947683  -0.003
C  1.469057  -3.017901  2.715881  -0.002
C  0.877135  -1.892206  2.144414  -0.005
N  0.190238  -1.777248  0.965124  -0.018
C  -0.433557  -2.832363  0.324889  -0.001
C  0.036985  -4.109619  0.065809  0.002
C  -0.787485  -5.049873  -0.566840  -0.002
C  -2.080131  -4.753489  -0.924619  0.002
C  -2.601956  -3.461482  -0.690082  -0.001
C  -3.909112  -3.056970  -1.026405  0.011
C  -4.289153  -1.754493  -0.792290  -0.001
C  -3.373558  -0.856114  -0.239665  0.013
N  -2.143885  -1.209366  0.095471  0.002
C  -1.754111  -2.492816  -0.100492  0.002
H  0.291171  2.454882  4.979444  0.000
H  -0.766016  2.153426  2.764524  0.001
H  1.810117  0.695430  5.867468  0.001
H  2.671475  -1.700360  5.612924  0.000
H  2.596474  -3.808699  4.342887  0.000
H  1.419082  -3.973056  2.225201  0.000
H  1.055291  -4.380926  0.293991  0.000
H  -0.384428  -6.028501  -0.779009  0.000
H  -2.708113  -5.490060  -1.402771  0.000
H  -4.590881  -3.768061  -1.468264  0.000
H  -5.283534  -1.416966  -1.037703  0.000
H  -3.654510  0.178842  -0.057321  0.002
C  0.130854  -2.687808  -4.255439  0.000
O  0.015166  -1.263622  -4.280597  0.000
C  -0.036232  -0.622132  -3.150565  0.001
O  -0.053609  -1.164391  -2.043891  0.010
C  -0.155835  0.851208  -3.231467  -0.001
C  0.506668  1.698970  -4.018774  -0.001
As  0.297332  3.659328  -4.118844  -0.001
C  2.208377  4.126162  -4.014056  0.000
C  -0.140759  3.984314  -2.234796  -0.001
C  -0.884163  3.215637  -1.438457  -0.003
As  -1.408053  1.386197  -1.842556  -0.017
C  -2.983769  1.684068  -2.982618  -0.005
C  -1.276110  3.496272  -0.042253  0.000
O  -1.384126  2.565350  0.766019  0.001
O  -1.534051  4.737760  0.229630  0.000
C  -1.944901  5.106696  1.547590  0.000
C  0.308317  5.373010  -1.929489  0.000
O  0.222265  6.199540  -2.801649  0.000
O  0.831396  5.539732  -0.731905  0.000
C  1.304048  6.856277  -0.411413  0.000
C  1.343864  1.322419  -5.192788  0.000
O  1.305319  2.042885  -6.159123  0.000
O  2.077404  0.235691  -5.064850  0.000
C  2.797296  -0.189373  -6.232171  0.000
H  0.550401  -2.970905  -5.217161  0.000
H  -0.855349  -3.138432  -4.135922  0.000
H  0.779356  -2.998887  -3.435673  0.000
H  2.697650  3.760306  -4.914341  0.000
H  2.673307  3.703055  -3.120488  0.000
H  2.297997  5.210986  -4.000060  0.000
H  -2.675213  2.381087  -3.769270  -0.001
H  -3.809005  2.118489  -2.413998  0.000
H  -3.317528  0.748243  -3.438780  0.000
H  -2.149313  6.172870  1.509348  0.000
H  -1.148221  4.902306  2.262639  0.000
H  -2.843865  4.559437  1.830780  0.000
H  1.538629  6.837783  0.649257  0.000
H  0.536126  7.598844  -0.624373  0.000
H  2.194882  7.090631  -0.995007  0.000
H  3.215790  -1.160212  -5.984979  0.000
H  3.586912  0.521169  -6.473600  0.000
H  2.121288  -0.265727  -7.082330  0.000
C  5.091786  0.774728  3.106934  0.000
C  5.056456  1.075065  1.618338  0.001
N  3.676330  1.171700  1.149459  0.006
C  3.203159  1.102784  -0.080071  0.012
S  1.493033  1.393828  -0.347790  0.045
N  3.879796  0.965652  -1.208150  0.003
C  5.288651  1.110589  -1.566989  0.000
C  5.907192  -0.224831  -1.961587  0.000
H  6.117543  0.574226  3.400781  0.000
H  4.489169  -0.097151  3.352087  0.000
H  4.749019  1.630189  3.681857  0.000
H  5.560528  0.282914  1.065006  0.000
H  5.572770  2.022402  1.436255  0.000
H  2.991647  1.355525  1.872531  0.001
H  3.288606  0.809830  -2.015975  0.001
H  5.845437  1.568397  -0.752821  0.000
H  5.320523  1.788572  -2.425973  0.000
H  5.925302  -0.917051  -1.123435  0.000
H  6.930678  -0.058210  -2.284927  0.000
H  5.362844  -0.684675  -2.783841  0.000

Forces on atoms 1 to 6 (eV/Å):
Re 0.78 -1.58 1.14
C 0.11 -0.16 0.05
C -0.13 0.43 0.15
N -0.21 -0.08 -0.45
C 0.44 -0.86 0.12
C -0.08 0.00 -0.50